Density functional theory data (ωB97M-V/def2-TZVPD) for a cluster of 2 separate species, C4H10N3O2 in total.

Last column: Löwdin charge in e.
CARTESIAN COORDINATES (ANGSTROEM)
C 0.7935 1.0856 0.8142  -0.056
C 1.4287 1.1073 -0.2273  0.137
C -0.2300 0.8642 1.8612  -0.135
C -0.4114 0.1017 -1.7011  -0.171
N 0.3772 0.5958 -2.7050  0.103
N -0.3647 -1.1192 -1.2433  -0.232
N -0.5205 -0.6077 2.0165  0.155
O -1.0416 -1.5042 -0.2398  -0.071
O 0.7317 -1.9441 -1.7675  0.059
H -0.7542 -0.9772 0.9837  0.049
H 2.1792 1.0604 -0.9280  0.043
H -1.0845 1.4202 1.5424  0.128
H 0.1261 1.3062 2.7201  0.100
H -1.0994 0.7059 -1.2777  0.124
H 1.0682 -0.1630 -3.1488  0.183
H -0.2871 1.0531 -3.3281  0.119
H 0.1704 -0.9866 2.5888  0.125
H 0.5086 -2.8882 -1.6075  0.138
H -1.4165 -0.9674 2.4797  0.202

Output
- LUMO (eV) = -2.972
- total charge = +1
- energy above the lowest of the compared OMol25 structures with the same formula, charge and spin (kJ/mol) = 611.6
- 2S+1 = 1
- E (hartree) = -472.7022
- highest occupied orbital energy (eV) = -12.77
- frontier orbital gap (eV) = 9.796
- max |F| (eV/A) = 4.69

Density functional theory data (ωB97M-V/def2-TZVPD) for a structure of composition C5H10O.

Last column: Löwdin charge in e.
CARTESIAN COORDINATES (ANGSTROEM)
C 1.5559 0.7286 0.7372  -0.119
C 0.8182 0.3534 -0.5647  -0.213
C -0.8236 -0.4737 -1.1113  -0.176
C -1.0911 -1.6767 -0.2157  -0.105
C -0.8399 0.9215 0.0144  -0.207
O -1.8140 0.5263 -0.8529  -0.093
H 1.3315 0.0170 1.5427  0.079
H 1.3077 1.7353 1.0952  0.072
H 2.6354 0.6934 0.5534  0.077
H 1.2308 -0.6155 -0.8588  0.096
H 1.0411 1.0451 -1.3797  0.109
H -1.8905 -2.2204 -0.7312  0.082
H -0.2199 -2.3403 -0.1720  0.076
H -1.4556 -1.4779 0.8038  0.076
H -0.5939 1.9805 -0.0776  0.131
H -0.9457 0.5652 1.0420  0.114

Output
- LUMO (eV) = 0.978
- energy above the lowest of the compared OMol25 structures with the same formula, charge and spin (kJ/mol) = 545.2
- 2S+1 = 1
- E (hartree) = -271.5450
- highest occupied orbital energy (eV) = -7.70
- frontier orbital gap (eV) = 8.677
- max |F| (eV/A) = 0.50

Density functional theory data (ωB97M-V/def2-TZVPD) for a structure of composition C3H7FOS.

Last column: Löwdin charge in e.
CARTESIAN COORDINATES (ANGSTROEM)
C -0.9337 -0.2088 0.8525  -0.639
C 0.2648 0.6057 0.3904  -0.405
C 1.0545 -0.1157 -0.6780  -0.157
H -1.1552 -2.0140 -0.2239  0.129
H -1.4900 0.0235 1.5891  -0.016
H -0.5968 -1.1585 1.3478  0.096
H 0.9772 0.7621 1.3616  0.198
H -0.4459 1.7612 -1.0715  0.053
H 1.8545 0.4727 -1.3184  0.168
H 0.4484 -0.4789 -1.3956  0.026
O -0.0027 1.9159 -0.2411  -0.059
F 2.0091 -1.0927 -0.1076  -0.120
S -1.9842 -0.4725 -0.5054  0.727

Output
- LUMO (eV) = -0.721
- energy above the lowest of the compared OMol25 structures with the same formula, charge and spin (kJ/mol) = 401.4
- 2S+1 = 1
- E (hartree) = -691.6458
- highest occupied orbital energy (eV) = -9.63
- frontier orbital gap (eV) = 8.909
- max |F| (eV/A) = 7.33

> The highest energy above the lowest of the compared OMol25 structures with the same formula, charge and spin belongs to which entry?

C4H10N3O2